{"formula": "C28H47BrF3N3O8", "method": "ωB97M-V with the def2-TZVPD basis set", "elements": ["O", "H", "C", "H", "O", "H", "C", "C", "C", "H", "H", "C", "H", "H", "H", "C", "H", "H", "C", "H", "H", "C", "C", "H", "C", "F", "Br", "H", "H", "H", "H", "H", "C", "H", "O", "H", "C", "C", "H", "C", "H", "H", "H", "N", "C", "H", "H", "H", "C", "H", "H", "C", "N", "C", "H", "O", "C", "H", "H", "H", "O", "C", "H", "H", "C", "O", "H", "H", "F", "C", "H", "C", "F", "C", "O", "H", "C", "H", "O", "C", "H", "H", "H", "H", "C", "H", "N", "C", "H", "H"], "coordinates": [[-2.859, 2.114, -2.620], [-2.530, -0.250, -3.682], [-1.226, 5.188, -1.656], [1.917, -0.676, 0.122], [0.803, -8.191, 1.486], [3.687, 2.382, -0.595], [-1.651, -0.684, -3.090], [0.307, -5.905, 2.083], [-0.345, 5.128, -3.852], [2.332, 0.985, -5.162], [-0.121, 5.435, -1.457], [-1.793, 4.218, -0.473], [-2.050, -1.642, -2.580], [1.968, -0.803, -2.588], [2.283, -0.826, -5.524], [-1.135, 0.361, -1.974], [-1.211, 2.435, 2.607], [-2.926, 4.313, -0.517], [0.602, 3.042, 1.280], [0.825, -1.707, 4.527], [-5.364, 0.140, -2.007], [0.275, -7.440, 2.426], [0.334, 0.098, -4.741], [5.539, 1.973, -0.607], [-4.125, 0.985, 0.985], [-0.677, -5.570, 1.210], [0.921, 2.391, 4.213], [0.079, 1.119, -4.288], [3.591, -0.878, -3.557], [3.978, -0.495, -1.439], [0.193, 5.273, 2.705], [0.023, 0.338, 2.497], [-4.288, 0.133, 2.339], [2.421, -8.316, 4.825], [0.881, 4.921, -3.789], [2.255, -5.750, 4.669], [1.441, 0.232, 0.654], [4.481, 1.550, -0.638], [-1.649, 4.842, 2.615], [2.627, -0.277, -3.357], [-3.062, 0.945, 0.557], [-3.399, -0.567, 2.551], [2.742, -8.359, 3.108], [-0.080, -0.042, -1.139], [-4.121, 2.072, -1.904], [-0.027, 0.118, -5.838], [-0.801, -7.590, 2.632], [2.290, 0.969, 0.823], [-4.548, 0.629, -1.351], [-4.215, 2.812, -1.042], [1.717, 2.881, 1.443], [-1.230, 2.752, -0.705], [1.549, -2.021, 3.862], [2.246, -7.775, 3.889], [4.346, 0.940, 0.331], [3.081, 0.970, -2.710], [1.934, -0.894, 2.962], [0.179, -1.288, 1.669], [0.497, 4.129, 0.902], [-4.494, 0.808, 3.252], [-1.318, 4.578, -2.969], [-0.232, 3.011, 2.677], [-1.853, 6.156, -1.635], [-0.745, 5.772, -4.718], [-0.416, -1.134, -4.036], [-5.146, 0.692, -0.012], [-0.722, 4.699, 4.192], [-1.456, 4.712, 0.501], [0.074, -5.144, 3.196], [-1.765, 1.756, -1.774], [-0.845, -1.804, -4.856], [4.203, 0.555, -1.865], [1.464, -5.454, 1.553], [-0.630, 4.545, 3.063], [0.838, -7.752, 3.735], [1.063, -2.744, 3.286], [0.778, -0.352, 1.996], [-5.236, -0.503, 2.214], [3.115, -0.449, 2.954], [-0.044, 2.130, 0.136], [0.258, -1.786, -3.384], [2.994, -5.913, 3.073], [5.127, 0.515, -2.535], [3.868, -6.481, 4.482], [2.871, -6.399, 4.040], [-4.290, 2.092, 1.287], [0.332, 0.804, -0.215], [1.935, -0.026, -4.780], [-4.930, 2.379, -2.670], [-3.703, -0.135, -1.279]], "mulliken_charge": [-0.48, 0.29, -0.64, 0.62, -0.88, 0.05, -0.81, 0.72, 0.10, 0.30, 0.43, -1.13, 0.42, 0.06, 0.35, -0.25, 0.27, 0.44, -1.37, 0.33, 0.30, 0.09, -0.15, 0.35, 0.65, -0.32, -0.08, -0.07, 0.39, 0.32, 0.31, 0.04, -1.11, 0.29, -0.44, 0.20, -0.73, -0.75, 0.28, -0.03, -0.37, 0.24, 0.28, -1.18, -0.16, 0.41, 0.18, -0.43, -0.30, -0.03, 0.48, 0.68, -0.55, -0.30, 0.18, -0.36, 0.27, 0.34, 0.56, 0.27, -0.12, 0.08, 0.28, 0.34, -0.91, -0.47, 0.40, -0.23, -0.30, 0.93, 0.50, -0.29, -0.28, -1.09, -0.35, 0.21, -0.10, 0.37, -0.47, 0.96, 0.35, 0.18, 0.40, 0.44, -0.95, 0.15, 1.76, -1.00, 0.43, 0.20], "lumo_energy_ev": -2.68, "mol_weight_g_mol": 690.6, "e_tot_ha": -4734.44449, "gap_ev": 2.417}

---

{"formula": "C31H25AgNSb", "method": "ωB97M-V with the def2-TZVPD basis set", "elements": ["C", "H", "C", "C", "H", "C", "H", "C", "C", "H", "C", "H", "C", "C", "H", "C", "H", "C", "H", "Sb", "H", "C", "C", "C", "C", "C", "C", "H", "C", "H", "H", "H", "C", "C", "C", "H", "H", "Ag", "C", "H", "H", "C", "H", "C", "C", "H", "H", "C", "H", "H", "C", "C", "H", "C", "H", "C", "C", "H", "N"], "coordinates": [[1.880, 2.068, -0.604], [-0.329, -1.986, -0.975], [-3.005, 1.484, 3.713], [2.721, 4.271, -0.107], [2.976, 5.270, -0.437], [2.495, -3.388, 0.245], [-3.569, -2.982, -1.749], [2.893, -0.247, -4.067], [2.811, 2.037, -5.636], [2.066, 3.663, -2.044], [-3.533, 0.465, 2.924], [2.932, -1.145, -3.462], [2.094, 0.824, -3.686], [0.725, -2.091, -0.732], [3.300, 4.621, 1.928], [2.058, 1.709, 0.725], [2.835, -4.288, 0.743], [-2.808, -3.781, 0.093], [1.406, 2.796, -4.219], [0.927, 0.705, -1.928], [-2.211, 2.090, 3.302], [2.903, 3.907, 1.219], [-2.437, -3.491, 1.398], [-4.550, 0.952, 5.476], [1.161, -3.248, -0.100], [1.623, -1.071, -1.018], [-2.991, 0.269, 1.538], [4.439, -2.476, 0.240], [3.615, 0.970, -6.009], [4.271, -1.014, -5.516], [-2.083, -4.282, 2.050], [-3.080, 2.510, 5.592], [2.047, 1.961, -4.482], [-3.258, -2.762, -0.735], [3.398, -2.371, -0.036], [-5.004, -1.096, 2.822], [-5.916, -0.650, 5.065], [-1.576, 1.130, -0.940], [3.651, -0.174, -5.226], [2.693, 2.337, 2.669], [-3.689, -0.664, -0.892], [-2.521, -2.194, 1.878], [-2.760, -4.799, -0.275], [-5.091, -0.055, 4.692], [-2.953, -1.158, 1.052], [1.788, 0.718, 1.068], [-4.942, 1.140, 6.468], [-4.579, -0.304, 3.426], [-2.242, -1.975, 2.902], [3.669, -0.421, -0.873], [2.962, -1.217, -0.666], [2.206, 3.355, -1.013], [2.771, 2.929, -6.249], [-3.324, -1.462, -0.257], [4.210, 1.029, -6.912], [-3.504, 1.720, 4.983], [2.567, 2.627, 1.634], [0.450, -4.030, 0.130], [-2.588, 1.262, 0.870]], "mulliken_charge": [0.41, 0.14, -0.43, -0.62, 0.39, -0.46, 0.41, -0.19, -0.59, 0.13, 0.44, 0.39, 0.22, -0.57, 0.38, -0.19, 0.39, -0.40, 0.34, 1.74, 0.46, -0.41, -0.77, -0.36, -0.37, -0.24, 0.48, 0.39, -0.45, 0.39, 0.41, 0.37, -0.62, -0.67, -0.77, 0.41, 0.37, -0.19, -0.62, 0.37, 0.39, -0.24, 0.40, -0.69, 0.64, 0.39, 0.38, -0.23, 0.51, 0.49, 0.07, -0.34, 0.38, -0.68, 0.37, -0.52, -0.78, 0.40, -1.07], "lumo_energy_ev": 0.37, "mol_weight_g_mol": 641.2, "e_tot_ha": -1638.19961, "gap_ev": 7.349}

---

{"formula": "C5H3NO2", "method": "ωB97M-V with the def2-TZVPD basis set", "elements": ["H", "O", "C", "H", "N", "C", "H", "C", "C", "O", "C"], "coordinates": [[-2.092, 1.838, 0.017], [2.782, -0.844, -0.055], [2.051, 0.143, 0.011], [2.537, 1.172, 0.212], [-0.160, 1.308, -0.061], [-0.174, -1.032, -0.093], [0.181, -2.089, 0.134], [0.577, 0.037, -0.079], [-1.619, -0.527, -0.046], [-2.698, -1.034, 0.001], [-1.383, 1.027, -0.042]], "mulliken_charge": [0.43, -0.46, -0.12, 0.32, -0.51, -0.49, 0.35, 0.49, 0.63, -0.47, -0.17], "lumo_energy_ev": -1.84, "smiles": "O=CC1=CC(=O)C=N1", "mol_weight_g_mol": 109.1, "e_tot_ha": -397.49079, "gap_ev": 8.566}

---

{"formula": "C2H5ISi", "method": "ωB97M-V with the def2-TZVPD basis set", "elements": ["Si", "H", "C", "H", "H", "I", "C", "H", "H"], "coordinates": [[0.405, -0.007, 0.554], [-1.774, -1.360, 0.338], [-0.723, -1.408, 0.098], [-0.522, -1.960, -0.809], [0.219, 1.549, -1.482], [2.659, -0.770, -0.165], [0.057, 1.537, -0.416], [-0.759, 2.165, -0.097], [0.439, 0.254, 1.980]], "mulliken_charge": [0.31, 0.31, -0.59, 0.26, 0.27, -0.16, -0.59, 0.30, -0.12], "lumo_energy_ev": -2.31, "mol_weight_g_mol": 184.1, "e_tot_ha": -666.26939, "gap_ev": 6.158}

---

{"formula": "C5H6HgLiO4", "method": "ωB97M-V with the def2-TZVPD basis set", "elements": ["C", "H", "O", "Hg", "O", "O", "O", "H", "H", "H", "H", "C", "C", "H", "C", "C", "Li"], "coordinates": [[-1.545, -0.686, -0.072], [0.349, 0.318, 1.157], [0.961, 0.331, -1.061], [-3.351, -0.942, 2.658], [-3.000, 0.375, 1.500], [2.539, 1.821, -0.429], [2.592, 0.896, -2.431], [0.027, -2.099, 1.032], [-2.600, -0.916, -0.598], [1.660, -0.309, 0.695], [-0.188, -2.177, -0.668], [2.052, 1.065, -1.307], [0.663, -0.194, 0.237], [-1.500, 1.321, 0.460], [-2.141, 0.419, 0.476], [-0.351, -1.504, 0.188], [3.834, 2.281, -1.836]], "mulliken_charge": [-0.71, 0.37, -0.25, 0.44, -0.58, -0.86, -0.88, 0.32, 0.16, 0.42, 0.23, 0.93, -0.74, 0.39, 0.18, -0.31, 0.88], "lumo_energy_ev": [-0.49, -1.59], "mol_weight_g_mol": 337.6, "s2": 1.03, "spin_multiplicity": 2, "e_tot_ha": -655.80697, "gap_ev": [6.316, 5.605]}

---

{"formula": "C4H10NO2", "method": "ωB97M-V with the def2-TZVPD basis set", "elements": ["H", "O", "H", "N", "H", "H", "H", "H", "C", "H", "H", "C", "H", "C", "C", "H", "O"], "coordinates": [[1.159, 2.023, 0.309], [-1.319, 0.004, -1.352], [-1.326, 0.338, 0.773], [-0.413, 0.645, 0.410], [-0.356, 2.911, 0.578], [0.331, -1.163, 1.371], [1.116, -0.747, -1.477], [-0.807, 0.470, -0.784], [0.583, -0.465, 0.589], [-1.303, -1.828, -0.260], [-0.933, -1.926, -2.004], [0.596, -1.260, -0.682], [0.818, -2.334, -0.424], [0.348, 2.173, 1.032], [-0.855, -1.276, -1.087], [1.593, -0.115, 0.818], [0.767, 2.550, 2.190]], "mulliken_charge": [0.28, -0.56, 0.35, -0.49, 0.31, 0.30, 0.33, 0.53, -0.54, 0.31, 0.34, -0.41, 0.29, -0.30, -0.59, 0.33, -0.47], "lumo_energy_ev": [0.73, -2.66], "mol_weight_g_mol": 104.1, "s2": 0.79, "spin_multiplicity": 2, "e_tot_ha": -363.41441, "gap_ev": [10.474, 6.731]}

---

{"formula": "C3H5N3", "method": "ωB97M-V with the def2-TZVPD basis set", "elements": ["H", "H", "C", "C", "C", "N", "H", "H", "N", "N", "H"], "coordinates": [[1.619, -1.382, 0.708], [1.623, -2.505, -0.611], [-0.557, 1.680, 0.118], [0.044, -1.288, -0.568], [1.443, -1.495, -0.413], [-1.104, -1.177, -0.593], [-2.427, 1.754, 0.289], [1.964, -0.724, -1.102], [-1.600, 2.078, 0.853], [0.327, 1.268, -0.477], [-1.332, 1.792, 1.797]], "mulliken_charge": [0.25, 0.48, -0.40, 0.14, -0.79, -0.37, 0.40, 0.25, -0.46, 0.00, 0.49], "lumo_energy_ev": [0.61, -4.63], "mol_weight_g_mol": 83.1, "s2": 2.01, "spin_multiplicity": 3, "e_tot_ha": -281.26343, "gap_ev": [3.676, 5.968]}

---

{"formula": "C18H24BiI2LaN2O3S2", "method": "ωB97M-V with the def2-TZVPD basis set", "elements": ["C", "H", "H", "C", "I", "C", "H", "C", "C", "H", "C", "H", "H", "N", "C", "H", "H", "O", "H", "H", "H", "C", "H", "H", "C", "H", "H", "H", "C", "O", "H", "C", "H", "H", "N", "C", "Bi", "C", "H", "C", "C", "C", "H", "S", "H", "C", "O", "C", "H", "H", "La", "I", "S"], "coordinates": [[-2.066, 1.126, 5.586], [-3.224, 0.815, -3.401], [4.084, -0.373, -3.677], [-1.214, -1.899, 2.303], [-0.326, -3.575, -1.333], [-1.187, 1.891, 4.796], [5.955, -1.475, -0.590], [-0.546, 1.435, -3.832], [4.867, -1.600, -0.513], [-4.821, 0.926, -2.608], [-2.767, 1.889, -0.891], [-3.064, -0.822, 5.828], [-4.334, -1.164, -0.400], [-1.941, -1.935, 3.432], [4.368, 0.799, -1.175], [3.828, 1.451, -1.876], [-2.507, -2.723, 3.730], [-0.795, 2.541, -4.074], [-3.648, 2.536, -0.757], [-4.052, -0.659, -2.873], [4.561, -1.404, 0.523], [-3.229, 0.486, -1.236], [-2.184, 1.906, 0.041], [-5.068, 0.441, -0.112], [-2.383, -0.203, 5.244], [-0.965, 2.930, 5.105], [-2.139, 2.311, -1.688], [-2.500, 1.569, 6.486], [1.805, 1.082, -3.934], [3.038, 0.149, 2.916], [-1.160, -2.688, 1.565], [-3.866, 0.389, -2.620], [5.668, -0.892, -3.028], [4.327, -2.053, -3.156], [-0.550, -0.735, 2.219], [-0.596, 1.354, 3.643], [0.432, -0.005, 0.176], [-4.125, -0.117, -0.157], [5.440, 1.047, -1.243], [-0.897, 0.028, 3.347], [-1.767, -0.722, 4.118], [4.173, -0.671, -1.505], [0.063, 1.908, 2.968], [2.305, -1.117, -1.395], [4.036, 1.052, -0.159], [2.385, 0.275, 1.986], [2.347, 2.074, -4.178], [4.581, -1.011, -2.933], [-3.649, -0.094, 0.832], [4.616, -2.640, -0.748], [0.232, -1.176, -3.322], [0.182, -2.033, -6.124], [-1.721, -0.622, -1.307]], "mulliken_charge": [-0.54, 0.27, 0.25, -0.41, 0.28, -0.81, 0.48, 0.15, -1.38, 0.46, -1.27, 0.44, 0.39, 0.03, -1.23, 0.19, 0.27, -0.11, 0.46, 0.41, 0.28, 1.09, 0.31, 0.49, -0.83, 0.41, 0.16, 0.44, 0.12, -0.10, 0.29, -1.46, 0.45, 0.42, -0.01, -0.62, 1.69, -1.46, 0.45, 1.03, 0.47, 1.08, 0.30, -0.32, 0.27, 0.11, -0.11, -1.42, 0.27, 0.39, 1.60, 0.32, -0.45], "lumo_energy_ev": [-16.22, -15.29], "mol_weight_g_mol": 982.2, "total_charge": 4, "e_tot_ha": -2671.96274, "gap_ev": [2.688, 3.618]}